Run i
Molecular formula: C3H5N3S
Method: DFT, ωB97M-V/def2-TZVPD

## Properties
Orbital gap (spin up / spin down) (eV): 8.3 / 8.3

Each line ends with the Mulliken charge.
Positions of all 12 atoms, in Å:
H 0.5037 -2.0522 -0.8752  0.166
H -0.4405 0.2966 -1.2269  0.314
H 1.2206 1.3095 1.7046  0.295
C 1.3395 0.2315 1.4277  0.052
S 2.6534 -0.0302 3.8347  -0.122
H -1.2622 -0.4885 0.1025  0.402
N 0.7362 -0.4441 0.3211  0.168
H -0.7048 1.0189 0.3402  0.375
N 2.6802 -1.4169 2.7341  -0.690
C -0.5018 0.1438 -0.1635  -0.974
N 1.9811 -0.4508 2.3283  0.515
C 1.2725 -1.5842 -0.1095  -0.501



Run ii
Molecular formula: C3H5N3S
Method: DFT, ωB97M-V/def2-TZVPD

## Properties
Orbital gap (eV): 9.7
Structure (SMILES): [H]/N=C1/NCC=NS1

Each line ends with the Mulliken charge.
Positions of all 12 atoms, in Å:
H 1.3630 1.7475 0.1342  0.331
N -2.5597 -0.1182 -0.1606  -0.661
N -0.4174 0.7834 -0.3081  -0.340
H -2.9869 -1.0339 0.0147  0.251
C 0.8898 0.7711 0.3327  -0.550
H 0.8721 0.6581 1.3896  0.298
C -1.3163 -0.2833 -0.1839  0.434
S -0.4227 -1.8642 0.1326  -0.042
H 2.7302 -0.3896 -0.4425  0.395
N 1.1383 -1.5300 -0.3910  -0.412
H -0.9612 1.6504 -0.2504  0.279
C 1.6709 -0.3913 -0.2673  0.016



Stability, highest: run ii



Run i
Molecular formula: C2H4N2O3
Method: DFT, ωB97M-V/def2-TZVPD

## Properties
Orbital gap (spin up / spin down) (eV): 9.5 / 9.5
Structure (SMILES): O=[N+]([O-])C/C=N/O

Each line ends with the Mulliken charge.
Positions of all 11 atoms, in Å:
N -1.8456 0.0545 0.0183  0.845
C -0.6835 -0.7632 0.3464  -0.428
N 1.5693 0.4535 0.2674  -0.273
O -2.9353 -0.3513 -0.1418  -0.555
H 2.7878 1.7049 0.1171  0.397
O 2.6519 0.8726 -0.3788  -0.326
H -0.4504 -0.3035 1.3232  0.258
C 0.5331 -0.4018 -0.4767  -0.244
H -0.7772 -1.8900 0.4156  0.363
O -1.6117 1.2612 -0.0323  -0.515
H 0.7617 -0.6367 -1.4586  0.479



Run ii
Molecular formula: C2H4N2O3
Method: DFT, ωB97M-V/def2-TZVPD

## Properties
Orbital gap (eV): 9.8
Structure (SMILES): N/N=C/O.O=C=O

Each line ends with the Mulliken charge.
Positions of all 11 atoms, in Å:
O 0.7248 0.9779 1.7969  -0.478
C -0.0099 0.2111 1.0227  0.219
O 3.2599 -0.0033 0.5688  -0.371
H 1.3709 1.5117 1.3484  0.379
C 2.9069 -0.8653 -0.0768  0.701
H -0.8548 -0.2871 1.5689  0.350
H -0.7392 -0.0337 -1.7418  0.240
O 2.7453 -1.8107 -0.6814  -0.344
N -0.2253 -0.6175 -1.0994  -0.485
H -0.8658 -1.3361 -0.7402  0.208
N 0.4768 0.1583 -0.1481  -0.421



Run iii
Molecular formula: C2H4N2O3
Method: DFT, ωB97M-V/def2-TZVPD

## Properties
Orbital gap (eV): 9.4

Each line ends with the Mulliken charge.
Positions of all 11 atoms, in Å:
C -0.7138 0.8286 -0.3075  0.623
H -1.9281 -0.4835 0.2675  0.412
N 1.6247 0.8544 0.1522  -0.528
O -1.8260 0.6198 0.4400  -0.489
H -1.0223 -2.4361 0.9399  0.427
O -0.8076 -1.9188 -0.2728  -0.481
H 1.4805 1.6738 -0.6762  0.318
H 2.6293 0.6178 0.2068  0.253
C 0.5588 -0.1821 -0.1862  0.365
N 0.4631 -1.4100 0.2531  -0.438
O -0.4586 1.8362 -0.8168  -0.461



Stability, highest: run ii



Run i
Molecular formula: C45H51AsN6O8SSr
Method: DFT, ωB97M-V/def2-TZVPD

## Properties
Total charge: -2
Orbital gap (eV): 5.7

Each line ends with the Mulliken charge.
Positions of all 113 atoms, in Å:
H -2.6866 -3.8419 0.5935  0.682
H -1.5682 0.1661 -8.4087  0.377
N -0.1789 0.6029 -4.1096  0.605
C -0.4057 4.1509 -2.1553  -0.449
H -6.2753 3.4412 3.2330  0.354
N -0.4123 2.0954 1.6399  1.201
N 0.2929 -1.3784 -2.9944  0.154
C -4.2680 -2.6094 1.5486  -0.601
H 5.7585 2.7758 2.3132  0.322
H 4.4781 4.2003 3.9114  0.335
C 2.4982 -2.1024 2.7643  0.133
H -5.1369 -2.4549 3.5427  0.421
C -2.8264 -3.0655 1.3422  0.398
H 0.4930 -1.0640 -9.0905  0.372
H -0.0116 3.4059 3.1523  0.099
C -0.0216 2.8190 -2.1599  0.540
C -6.2196 1.0237 0.8651  -1.292
C 0.3981 2.7498 2.3757  -0.942
H 3.5024 -0.2297 -3.4933  0.291
O -2.1433 0.1468 1.0649  -0.900
C 1.0768 -4.7455 -1.8125  -0.322
C -5.8761 2.7058 2.5438  -0.716
H 0.3795 -2.7020 5.9139  0.396
H 2.7808 0.9903 4.9656  0.410
O 2.2742 -0.8020 -4.9932  -0.347
C 4.6742 2.7662 2.3047  -0.476
C -2.6724 3.5228 -1.6887  -0.583
H 0.3378 4.9167 -2.3338  0.366
H 2.2780 -1.4480 -7.3971  0.430
H 1.2747 -0.1227 6.8424  0.398
C 0.3659 -0.7181 -8.0726  -0.486
C -0.9673 1.7990 -1.9112  0.090
C 0.8450 -3.6279 -2.5926  0.816
H -1.8326 0.8816 -6.0657  0.465
H 5.9001 -0.4630 0.4048  0.258
O 0.0436 -0.5644 3.3385  -0.179
H 2.1697 -2.7411 5.8923  0.408
H 1.3749 -5.6846 -2.2625  0.253
C -3.0003 -2.1383 3.6493  -0.071
C 0.0468 0.1319 -5.4078  0.461
C 1.2328 -0.5052 -5.8184  0.373
C 2.5861 1.8693 1.3610  1.429
C 1.8736 2.7086 2.2786  1.225
C -2.5012 1.2831 1.4901  0.188
O 4.6680 1.1315 0.5250  -0.336
N -0.6216 0.4475 -1.8373  0.186
H -3.7006 3.7833 -1.4698  0.359
H -2.0096 5.5541 -1.8947  0.358
H -0.8126 1.3888 -4.0535  0.263
H 6.7082 1.0313 0.9447  0.274
C 0.5997 -0.0012 5.9887  -1.674
H 2.8387 -4.5218 -3.9518  0.449
C 2.2824 3.3232 -2.0138  -1.268
C 4.0151 1.9487 1.4168  -0.311
H 0.5957 -1.6661 -3.9078  0.163
C 0.9193 -4.6272 -0.4325  -1.693
N -1.7668 2.3118 1.8716  -1.488
H 2.4441 4.1120 -2.7616  0.358
H 2.0790 0.8127 -3.6437  -0.300
C -3.9810 1.5495 1.6035  0.434
O 0.9684 -3.6433 -3.9860  -0.458
C 1.3577 -0.9428 -7.1341  -0.558
C -1.7297 4.5079 -1.9127  -0.820
H 3.1850 2.7282 -1.9008  0.240
C 2.5788 3.5254 3.1738  -0.882
H -3.8153 3.0778 3.0731  0.463
O -0.9470 -3.8614 3.2142  -0.444
As 1.3003 -0.9747 4.3824  1.050
C -4.5054 2.5052 2.4693  -0.061
C 5.7917 0.4320 1.0148  -0.875
C 1.9049 -4.5428 -4.5221  -1.076
H 3.3761 0.1833 3.4802  -0.224
C -0.9280 0.3737 -6.3796  -0.859
S -2.4126 -3.7065 2.9839  -0.028
H 1.2406 -3.4877 4.5567  0.324
C -2.2893 2.1877 -1.6975  -0.595
H -7.8100 2.1279 1.7991  0.358
H 0.5194 1.0594 5.7450  0.340
H 3.3936 0.9331 -4.8438  0.253
C 0.2839 -2.2400 -0.6410  0.934
O 1.2534 2.4365 -2.4283  -0.091
H -4.9533 -3.4584 1.4865  0.408
H 3.6524 -0.5758 5.0561  0.504
C 2.8303 0.2536 -4.1966  0.159
H 2.0408 3.7750 -1.0571  0.528
H -3.0049 1.3999 -1.4873  0.249
C -0.1718 -0.1175 -2.8908  -0.007
C 0.4553 -2.4146 -2.0104  -1.683
H -4.4154 0.0812 0.1383  0.525
H -0.3927 -0.3698 6.2528  0.384
C 1.2661 -2.6817 5.2830  -1.363
H -2.2107 -2.1977 1.1101  -0.743
O 2.0165 1.0745 0.5395  -1.045
Sr 0.3178 -0.1922 1.1671  1.554
C 3.9561 3.5689 3.2039  -0.855
H -4.6132 -0.9016 2.9029  -0.024
C 2.9595 0.0356 4.4749  -0.902
H 5.6389 0.1294 2.0538  0.318
H 0.4487 -3.3706 1.1931  0.587
H 2.0973 -4.2289 -5.5486  0.252
C -6.7395 1.9664 1.7423  -0.379
C 0.5406 -3.4080 0.1106  -0.076
H 1.1144 -5.4823 0.2068  0.436
C -4.8482 0.8153 0.8050  0.102
H 2.0039 4.1297 3.8692  0.277
N 3.4607 -2.6185 2.3730  -0.973
H -2.2543 -1.3940 3.3549  -0.352
H 1.5269 -5.5719 -4.5325  0.328
H -6.8831 0.4438 0.2337  0.367
C -4.3564 -1.9588 2.9618  -0.390
H -4.5488 -1.9085 0.7680  0.174
C -0.7802 -0.0321 -7.6935  -0.645
H -3.0599 -2.1909 4.7354  0.634



Run ii
Molecular formula: C45H51AsN6O8SSr
Method: DFT, ωB97M-V/def2-TZVPD

## Properties
Total charge: -2
Orbital gap (eV): 5.9

Each line ends with the Mulliken charge.
Positions of all 113 atoms, in Å:
C 2.2485 4.0046 5.0729  0.280
O -3.0597 1.0423 -3.7334  -0.496
H -0.0002 4.8511 -1.1078  0.537
H 2.2926 -5.4971 -0.1380  0.428
H -5.3320 0.6302 1.9994  0.324
C 3.8461 -0.1488 3.3465  0.139
O -0.8777 -3.9795 -6.2506  -0.585
C 2.8088 -0.8234 -3.8296  -0.538
N 0.6302 -1.7088 -2.0168  1.207
H -1.6259 -0.4233 -3.8285  0.390
C -4.3636 -3.6878 -5.2490  -0.565
H -1.6880 4.5965 -0.6548  0.295
H -1.1513 4.2476 3.0142  0.373
H -0.3848 -1.9710 -6.5516  0.236
H -4.6440 0.7433 -4.9393  0.280
C -1.8513 -2.8415 -4.3297  -0.436
H -5.3290 -4.0315 -5.5993  0.369
H 3.7405 -4.3765 -4.0156  0.458
H -3.2505 -4.6213 -6.8478  0.416
C 1.5505 -3.6502 -0.9308  -0.173
S 2.4928 -1.1316 4.1161  -0.033
O -2.8205 -2.3883 -0.1464  -0.336
H 5.3950 -0.6272 1.9572  0.380
O 1.1766 2.2132 0.2673  -1.049
N 3.5115 -0.2166 -0.4752  -1.113
C -2.0509 -3.5687 0.0505  -0.553
C -1.9693 -3.5911 -5.5110  0.568
H -2.7465 -4.4044 0.1897  0.339
H -5.0305 0.7099 -3.1984  0.391
H 4.8048 -3.1708 2.0810  0.425
H -3.5495 1.2213 3.6386  0.426
H -0.0902 5.7422 1.0798  0.512
C -3.0199 -2.5055 -3.6386  0.537
H 3.2933 0.3170 2.5252  -0.335
O 2.4492 -2.1769 -4.1789  -0.456
H 4.2283 0.5899 4.0481  0.499
C -4.0676 -0.6670 0.8302  -0.517
C 2.5211 -0.3163 0.1332  0.209
C -1.8166 -1.0192 1.6648  0.765
C -3.3235 1.9479 -1.4946  -0.987
C 1.4692 -2.8023 -2.0421  -1.222
H -3.3597 2.6546 0.5107  0.192
C 0.7329 5.0805 1.3687  -1.303
C -2.8899 -1.3828 0.7766  -0.106
H 3.8955 -0.7550 -3.7524  0.311
H -2.9411 -1.9878 -2.6900  0.557
C 3.5915 4.3442 5.1975  -0.307
C -0.7374 4.0939 -0.8417  -1.475
O 2.5950 3.1578 2.8883  -0.683
H -4.2139 2.5022 -1.7612  0.244
H -1.3712 -3.4696 0.8882  0.211
C 3.2156 -2.6937 3.5043  -0.784
C 3.0345 -5.1279 -2.1188  -0.646
H 3.5222 -2.0491 1.4937  -0.653
C 1.3598 4.3989 6.0677  -0.109
N 0.6947 2.5260 4.0920  -1.694
H 1.1102 5.3986 7.9493  0.362
C -2.6324 1.1927 -2.4223  1.164
C 3.0976 -4.2122 -3.1589  -0.507
H -2.4067 3.1537 2.3838  0.562
N -0.5772 -2.4970 -3.8825  0.551
C -2.0285 0.2395 2.4795  1.773
C 2.3421 -3.0469 -3.1226  0.503
As -0.0812 3.2224 0.8764  2.698
H -4.8296 -0.8677 0.0855  0.396
C 4.9048 -1.1040 2.8076  -0.905
H -2.1011 4.7039 1.5686  0.404
H -1.3330 1.5549 1.3507  -1.865
C -0.9379 1.1312 3.3870  -0.730
H 0.9042 5.2581 2.4286  0.338
H 1.1091 -3.2627 -0.0190  0.705
H -5.1444 -2.6592 -3.5312  0.462
H 3.7246 -3.1991 4.3283  0.393
C 1.8328 3.1848 3.8566  -0.012
H 4.2586 4.0402 4.4005  0.444
H -1.3099 1.3533 4.3836  0.433
H -4.7192 2.2608 -4.0143  0.296
H 0.1250 -3.2133 -3.9884  0.473
H 2.3820 -0.5056 -2.8809  0.085
C -0.8748 0.6430 -0.8143  0.591
H 2.4514 -0.1941 -4.6439  0.232
Sr 0.2544 0.4249 1.3088  1.725
H 5.6256 -1.3597 3.5913  0.339
C 4.0473 5.0374 6.3092  -0.658
C -1.4618 0.5063 -2.0456  -0.739
C -0.2689 -1.5355 -2.8974  -0.877
H 0.9561 -2.9887 -6.0029  0.207
C -4.3399 0.2043 1.9066  -0.888
H 3.6035 -6.0485 -2.1689  0.345
C 4.1423 -2.3449 2.3412  0.476
C 1.8107 5.0973 7.1783  -0.796
C 0.0608 -2.9637 -6.6238  -0.633
C -4.2595 -2.9188 -4.0989  -1.344
C -3.3448 0.5586 2.8038  -0.761
O 1.3178 -0.8657 3.2579  -0.227
H 2.3267 -3.2347 3.1743  0.342
C -4.4363 1.2032 -3.9734  -1.056
H -1.4650 -3.7359 -0.8535  0.042
H 1.5978 5.3240 0.7560  0.250
H 3.5116 5.9442 8.1839  0.354
C 2.2910 -4.8198 -0.9838  -1.021
N -0.9803 -0.3821 -3.0555  -0.253
H 0.3322 -3.1637 -7.6613  0.327
H 5.0980 5.2896 6.3987  0.364
H -0.8447 3.3613 -1.6376  0.251
O -0.7036 -1.6691 1.6496  -0.644
H 0.3170 4.1335 5.9553  0.375
C 3.1581 5.4096 7.3094  -0.290
C -1.6422 3.8813 2.1150  -1.712
C -1.6354 1.4228 0.1275  0.737
C -3.2126 -4.0222 -5.9464  -0.539
C -2.8386 2.0112 -0.1910  -1.445
N 0.1718 1.8653 3.0345  1.766



Stability, highest: run i